{"formula": "C36H88O3", "method": "the ωB97M-V functional and the def2-TZVPD basis", "molar_mass_g_mol": 569.1, "de_lowest_kj_mol": 296.2, "homo_lumo_gap_ev": 10.63, "fmax_ha_per_bohr": 0.362, "species": ["C", "C", "C", "C", "C", "C", "H", "H", "H", "H", "H", "H", "H", "H", "H", "H", "H", "H", "H", "H", "C", "C", "C", "C", "C", "C", "H", "H", "H", "H", "H", "H", "H", "H", "H", "H", "H", "H", "H", "H", "C", "C", "C", "C", "C", "C", "H", "H", "H", "H", "H", "H", "H", "H", "H", "H", "H", "H", "H", "H", "C", "C", "C", "C", "C", "C", "H", "H", "H", "H", "H", "H", "H", "H", "H", "H", "H", "H", "H", "H", "C", "C", "C", "C", "C", "C", "H", "H", "H", "H", "H", "H", "H", "H", "H", "H", "H", "H", "H", "H", "C", "C", "O", "H", "H", "H", "H", "H", "H", "C", "C", "O", "H", "H", "H", "H", "H", "H", "C", "C", "O", "H", "H", "H", "H", "H", "H"], "positions_angstrom": [[-105.41538, -110.30498, 143.70121], [-106.05380, -109.17135, 144.55241], [-107.06123, -108.24794, 143.63714], [-107.70028, -107.10945, 144.55779], [-108.52065, -106.11440, 143.76770], [-109.23797, -105.02995, 144.66275], [-106.23452, -110.71375, 143.14077], [-104.89624, -111.04748, 144.20063], [-104.60524, -110.04563, 143.03141], [-105.37086, -108.68780, 144.89275], [-106.70996, -109.60535, 145.24073], [-107.85297, -108.85146, 143.28436], [-106.46963, -107.86034, 142.65221], [-106.83229, -106.51304, 144.93186], [-108.17643, -107.46850, 145.40023], [-109.22962, -106.73391, 143.25286], [-107.95852, -105.47137, 142.92145], [-108.48690, -104.59693, 145.06360], [-109.80141, -105.62161, 145.27980], [-109.73116, -104.35841, 144.00508], [-108.19319, -112.85766, 149.05603], [-108.95563, -111.58010, 148.74161], [-109.15280, -111.48250, 147.14579], [-110.11442, -110.26766, 146.72060], [-110.16103, -110.26211, 145.20229], [-111.01283, -109.01352, 144.65927], [-108.79185, -113.60073, 148.75278], [-107.99751, -113.01872, 150.17698], [-107.36915, -113.10467, 148.24653], [-108.41083, -110.97945, 149.38311], [-110.21662, -111.71124, 149.03812], [-109.75809, -112.20083, 146.81122], [-108.15310, -111.71947, 146.76441], [-109.65030, -109.45269, 147.22434], [-111.17443, -110.21880, 147.03253], [-110.61873, -111.24149, 144.90432], [-109.39090, -110.25982, 144.85690], [-111.32326, -109.15278, 143.61259], [-110.39854, -108.17343, 144.67841], [-111.90680, -108.73437, 145.11002], [-116.84816, -107.64922, 152.91791], [-116.98392, -106.50914, 151.86997], [-117.76775, -106.73875, 150.68021], [-118.00767, -105.60930, 149.61176], [-116.57275, -105.25620, 148.93483], [-116.43848, -104.07411, 147.96605], [-117.79736, -107.79096, 153.50564], [-115.94296, -107.18133, 153.40443], [-116.52328, -108.58435, 152.39997], [-115.98348, -106.22301, 151.69259], [-117.70019, -105.84136, 152.29609], [-118.73911, -107.16740, 150.78991], [-117.12389, -107.51323, 150.22073], [-118.46776, -104.65938, 150.08741], [-118.70785, -105.94430, 148.79907], [-116.34783, -106.13116, 148.54204], [-115.84952, -105.07195, 149.62070], [-116.71017, -103.04836, 148.44255], [-117.06066, -104.14749, 147.13852], [-115.51431, -103.96938, 147.62713], [-114.18926, -110.44357, 148.49188], [-114.15396, -108.95417, 149.05342], [-113.21917, -107.98945, 148.33169], [-112.90782, -106.70973, 148.99576], [-112.09434, -105.78945, 147.98211], [-111.80765, -104.45988, 148.75784], [-113.16833, -110.83187, 148.25891], [-114.63021, -110.57685, 147.51044], [-114.74897, -111.08717, 149.25068], [-113.97581, -109.02470, 150.11353], [-115.14590, -108.50774, 148.88710], [-113.79515, -107.89189, 147.29468], [-112.16384, -108.23838, 148.18247], [-112.09058, -107.12136, 149.67902], [-113.80453, -106.22111, 149.31577], [-112.95515, -105.49400, 147.20648], [-111.27372, -106.25075, 147.64696], [-111.42419, -104.62580, 149.71448], [-112.79849, -103.91165, 148.93184], [-111.23287, -103.89180, 148.25096], [-115.14324, -106.49866, 145.07613], [-113.92532, -106.04164, 144.49005], [-113.66582, -106.65767, 143.06662], [-112.52269, -106.09411, 142.19345], [-112.64614, -106.23654, 140.65195], [-111.45349, -105.58357, 140.01028], [-115.80824, -106.08187, 144.48300], [-115.05354, -106.24505, 146.09040], [-114.93707, -107.54374, 145.10743], [-113.17262, -106.24689, 145.23193], [-114.03185, -104.90917, 144.28254], [-114.52869, -106.27098, 142.58979], [-113.50445, -107.62377, 143.06593], [-111.55597, -106.32352, 142.65051], [-112.42183, -105.02588, 142.36798], [-113.61329, -105.92193, 140.37237], [-112.59773, -107.37587, 140.48739], [-111.49336, -105.67800, 138.97481], [-110.40205, -106.26564, 140.13278], [-111.42000, -104.58274, 140.15363], [-114.52037, -111.13809, 144.84212], [-115.43775, -110.45896, 143.89618], [-115.62641, -111.48949, 142.85766], [-114.94696, -111.96022, 145.31159], [-113.94407, -110.31205, 145.55122], [-113.76357, -111.38883, 144.08165], [-114.74714, -109.69992, 143.37291], [-116.42228, -110.27577, 144.30865], [-116.20171, -110.95751, 142.10850], [-113.13526, -113.34587, 147.22624], [-114.18688, -114.32516, 146.90067], [-114.18712, -115.58516, 147.63588], [-113.17561, -113.20304, 148.34994], [-113.12635, -112.45851, 146.56630], [-112.07509, -113.93902, 147.04392], [-114.00038, -114.75148, 145.62770], [-115.04013, -113.69493, 147.00484], [-114.87567, -116.13805, 147.36933], [-116.58461, -113.36399, 150.07791], [-116.89062, -114.91353, 149.95087], [-118.30293, -115.08852, 149.91379], [-116.98895, -112.91410, 149.04441], [-115.59899, -113.09038, 149.92789], [-117.26955, -112.90498, 150.75893], [-116.72510, -115.29422, 150.90756], [-116.19554, -115.37029, 149.36772], [-118.52379, -115.90394, 150.02508]], "forces_ev_per_angstrom": [[-1.109, 1.577, -0.703], [-7.630, -4.753, -7.455], [2.726, 1.043, 0.763], [4.056, 1.611, -3.098], [0.070, 1.848, -1.497], [-1.615, -3.936, -5.087], [-0.093, -0.692, -0.550], [0.342, -1.745, 1.867], [-0.224, 1.058, -0.597], [7.684, 6.235, 4.635], [-0.643, -0.646, 1.547], [-0.862, -0.927, -0.529], [-1.437, -0.495, 2.490], [-0.350, -0.525, 0.157], [-1.336, -1.116, 1.614], [-0.830, 0.066, -0.666], [-0.678, -1.917, 1.836], [4.734, 3.337, 3.507], [-1.926, -0.593, 1.993], [-0.970, 0.531, -0.203], [1.950, 0.297, -0.022], [-4.603, -3.076, -1.853], [0.620, 3.382, 3.597], [1.870, -0.766, -0.390], [-17.376, 0.823, 6.599], [1.300, -2.817, -1.566], [-2.576, -3.279, -0.546], [0.380, 0.319, -1.903], [-0.540, 1.138, 2.182], [0.269, 3.109, 0.323], [3.813, 0.539, 0.087], [-1.954, -3.986, -0.550], [-0.157, 1.260, -0.938], [0.274, 1.523, -0.282], [0.595, -1.054, 0.605], [-0.008, 0.801, 0.121], [16.064, 0.434, -7.208], [0.388, -0.125, 0.038], [1.182, 1.584, 0.036], [-1.588, -0.045, 1.634], [0.693, 0.616, -1.049], [-2.115, -0.150, 2.259], [0.443, -1.523, -4.463], [1.504, 1.730, 0.293], [-4.352, 3.420, 0.450], [-3.981, 1.182, 3.309], [1.347, 0.064, -0.301], [-1.247, -1.388, 0.844], [-0.314, 0.459, 0.601], [0.730, 1.228, -0.491], [0.853, 1.845, 1.548], [-0.620, -0.578, 0.907], [-0.798, -0.199, -0.997], [0.655, -1.457, -0.605], [0.647, 0.161, 0.856], [1.382, -4.041, -2.548], [1.876, 0.380, 2.810], [0.375, -1.781, -0.430], [-1.336, -0.287, -1.646], [4.323, 0.283, -1.399], [0.419, 0.333, 0.976], [-0.115, -1.176, -1.099], [-1.208, -1.034, -2.865], [2.529, -0.008, -1.025], [-6.948, 3.230, 2.561], [-5.822, -3.470, 1.500], [-0.512, 0.271, 0.985], [-0.720, 0.435, 0.039], [0.943, 0.632, -1.146], [0.184, 0.146, 0.513], [0.028, -0.248, 0.449], [1.619, 0.225, 1.567], [-0.455, -1.710, -0.776], [-1.569, 1.513, 0.614], [-0.087, 0.607, 1.056], [2.458, -0.834, 0.909], [2.980, -1.722, -1.724], [0.863, -0.460, 1.536], [1.264, -0.712, -0.328], [4.098, 4.184, -3.466], [2.518, -2.468, 2.202], [3.436, 2.646, -2.591], [0.614, 5.878, 0.482], [0.158, 1.556, 1.008], [1.868, -3.411, 2.424], [2.213, -4.893, -0.395], [-4.572, 1.008, -1.943], [-1.089, 0.937, 1.505], [-1.356, -1.421, -0.331], [1.146, 0.272, -0.226], [0.728, -1.397, 0.597], [-1.409, -0.707, -1.018], [-0.155, -5.229, 0.200], [0.241, -1.039, -0.619], [-0.657, 0.694, 0.050], [-0.968, 0.715, -0.667], [-0.227, 1.520, -0.273], [-0.526, -0.156, -2.166], [-2.720, 2.329, 0.582], [0.789, 3.094, 1.170], [3.215, 3.741, 0.028], [1.152, -0.725, -1.912], [-2.609, 2.788, -2.616], [-0.511, -1.386, 1.104], [-1.720, -2.288, -1.446], [0.335, -0.807, 0.929], [-2.005, -0.025, 1.081], [-0.003, 1.127, -0.067], [2.148, -2.343, 2.683], [4.476, -2.590, 1.172], [0.326, -2.862, -4.587], [2.216, 3.217, 1.040], [0.120, 0.579, -1.326], [-0.279, -0.500, 0.760], [-2.240, 1.726, 0.505], [-0.937, 1.793, 3.559], [-1.778, -0.556, -0.136], [-1.787, -0.994, -0.979], [-3.828, -1.365, -4.637], [-1.515, 3.588, 3.623], [1.815, 8.143, -2.839], [0.442, -0.881, 1.785], [2.186, 0.378, 0.975], [0.420, 0.347, 1.000], [1.315, -0.723, 1.887], [1.119, -1.553, -2.887], [-1.930, -7.949, 1.089]], "lowdin_charge": [-0.09, -0.18, -0.14, -0.23, -0.27, -0.06, 0.06, 0.03, 0.07, -0.01, 0.08, 0.06, 0.16, 0.12, 0.07, 0.06, 0.15, 0.00, 0.03, 0.07, -0.16, -0.24, -0.17, -0.18, -0.18, -0.03, 0.00, 0.10, 0.11, 0.05, 0.17, 0.04, 0.11, 0.09, 0.09, 0.14, -0.07, 0.08, 0.02, 0.02, -0.09, -0.32, -0.27, -0.14, -0.23, -0.08, 0.09, 0.08, 0.07, 0.09, 0.10, 0.10, 0.10, 0.12, 0.11, 0.03, 0.05, 0.12, 0.04, 0.00, -0.09, -0.22, -0.28, -0.23, -0.19, -0.08, 0.05, 0.03, 0.08, 0.09, 0.09, 0.14, 0.10, 0.15, 0.09, 0.13, 0.05, 0.05, 0.10, -0.02, -0.12, -0.28, -0.17, -0.22, -0.26, -0.12, 0.05, 0.05, 0.07, 0.07, 0.15, 0.10, 0.03, 0.09, 0.10, 0.09, 0.13, 0.03, 0.16, 0.03, -0.12, -0.32, -0.17, 0.03, 0.12, 0.09, 0.12, 0.11, 0.16, -0.15, -0.34, -0.08, 0.09, 0.05, 0.13, 0.19, 0.07, 0.04, -0.05, -0.26, 0.00, 0.11, 0.01, 0.06, 0.09, 0.06, -0.02]}